No. 1
{"formula": "C2H2F3GaO3S", "method": "wB97M-V/def2-TZVPD", "elements": ["S", "O", "O", "C", "F", "F", "F", "C", "O", "Ga", "H", "H"], "coordinates": [[-0.45104, 0.55022, -0.38407], [-0.16169, 0.48031, 1.13530], [0.57020, -0.47557, -0.93633], [-2.05419, -0.43221, -0.49493], [-2.98913, 0.20862, 0.19136], [-2.41951, -0.50741, -1.76623], [-1.90329, -1.64852, -0.00624], [3.44033, 0.31602, -0.23741], [2.83558, -0.06783, 0.75691], [1.19170, -0.77004, 0.85540], [3.24860, -0.12174, -1.23292], [4.26884, 1.03470, -0.13777]], "forces_ev_per_a": [[-2.07, 1.19, -1.66], [0.83, -0.70, 0.79], [0.51, -0.48, 0.90], [-2.54, -0.50, -0.55], [0.99, 0.05, -0.11], [0.83, 0.27, 0.52], [0.77, 0.19, 0.19], [1.59, -0.19, -1.75], [0.69, 0.30, 1.47], [-1.16, -0.40, -0.30], [-0.17, 0.30, 0.20], [-0.26, -0.03, 0.28]], "lowdin_charge": [1.1896, -0.2887, -0.3266, -0.7194, 0.2010, 0.2008, 0.1849, 0.1957, 0.0656, 0.9663, 0.1565, 0.1744], "e_above_lowest_kj_mol": 0.0, "largest_force_ev_per_a": 2.91, "charge": 2, "gap_ev": 7.34, "e_lumo_ev": -13.1}

=====

No. 2
{"formula": "C6H7NO", "method": "wB97M-V/def2-TZVPD", "elements": ["C", "C", "C", "C", "N", "C", "C", "O", "H", "H", "H", "H", "H", "H", "H"], "coordinates": [[2.17505, -1.58178, -0.07876], [2.46815, -0.28340, 0.00079], [1.57117, 0.81973, -0.15089], [0.21461, 0.77313, -0.08139], [-0.65004, -0.38824, 0.01115], [-1.87055, -0.27794, 0.10083], [-3.09778, 0.51118, 0.18001], [-2.97245, -0.92967, 0.23727], [2.95498, -2.41297, 0.09001], [1.09895, -1.74121, -0.22528], [3.43904, 0.13735, 0.06741], [2.14295, 1.69321, -0.29057], [-0.40816, 1.77197, -0.11652], [-3.47385, 0.91463, 1.04245], [-3.59208, 0.99402, -0.78651]], "forces_ev_per_a": [[0.61, -0.65, 0.56], [0.41, -0.93, -0.54], [-2.77, -1.34, 0.31], [-1.81, 2.03, -0.32], [2.79, -0.24, 0.01], [0.08, 3.05, 0.24], [-0.23, 1.18, -4.04], [-1.16, -2.47, -0.26], [-1.52, 1.46, -0.47], [0.69, -0.85, 0.09], [1.33, -0.52, 0.38], [-0.38, 1.54, -0.04], [1.39, -1.78, -0.04], [-0.55, 0.98, 2.19], [1.13, -1.45, 1.94]], "lowdin_charge": [0.0159, -0.2208, -0.1286, -0.1039, 0.1204, -0.4201, -0.0086, 0.1070, 0.0861, 0.0380, 0.0752, 0.0811, 0.1342, 0.0695, 0.1546], "e_above_lowest_kj_mol": 370.9, "largest_force_ev_per_a": 4.21, "smiles": "C=C/C=C\\N=C1/CO1", "gap_ev": 8.96, "e_lumo_ev": 0.6}

=====

No. 3
{"formula": "C4H9NO2", "method": "wB97M-V/def2-TZVPD", "elements": ["C", "C", "C", "N", "C", "O", "O", "H", "H", "H", "H", "H", "H", "H", "H", "H"], "coordinates": [[-3.01582, 0.65917, 0.77832], [-1.61044, 0.82823, 0.21742], [-0.73217, -0.32314, 0.71638], [0.71287, -0.17379, 0.62780], [1.54065, -0.27609, -0.43579], [2.73508, -0.07224, -0.33011], [0.98526, -0.64570, -1.61085], [-3.04136, 0.67685, 1.86792], [-3.71642, 1.41362, 0.43187], [-3.29843, -0.36222, 0.50049], [-1.58533, 0.85027, -0.87000], [-1.11544, 1.73311, 0.59463], [-0.97150, -1.21215, 0.11565], [-0.87878, -0.52961, 1.77881], [1.23124, 0.12018, 1.44134], [1.77275, -0.90820, -2.09449]], "forces_ev_per_a": [[0.33, -0.51, -0.12], [0.95, 0.43, 1.03], [0.40, -0.81, -0.63], [0.00, 0.51, -0.24], [0.40, 0.25, 0.60], [0.02, -0.15, -0.26], [-0.38, -0.14, 0.58], [0.24, 0.13, 0.07], [-0.10, -0.18, -0.25], [-0.63, 0.27, -0.09], [-0.11, 0.06, -0.05], [-0.34, 0.15, -0.24], [-0.18, -0.03, 0.44], [-0.51, -0.04, -0.15], [-0.21, 0.05, -0.05], [0.12, 0.02, -0.65]], "lowdin_charge": [-0.1141, -0.2475, -0.2055, 0.0696, -0.6258, 0.0594, 0.1148, 0.0709, 0.0697, 0.0762, 0.1069, 0.1104, 0.1259, 0.1240, 0.1474, 0.1177], "e_above_lowest_kj_mol": 29.6, "largest_force_ev_per_a": 1.47, "smiles": "CCCNC(=O)O", "gap_ev": 10.56, "e_lumo_ev": 0.8}

=====

No. 4
{"formula": "C25H35O3Si", "method": "wB97M-V/def2-TZVPD", "elements": ["C", "C", "C", "C", "C", "O", "Si", "C", "C", "C", "H", "H", "H", "H", "H", "H", "H", "H", "H", "H", "H", "H", "H", "H", "H", "H", "H", "H", "C", "O", "C", "C", "C", "C", "C", "C", "C", "C", "C", "C", "C", "O", "C", "C", "C", "C", "C", "H", "H", "H", "H", "H", "H", "H", "H", "H", "H", "H", "H", "H", "H", "H", "H", "H"], "coordinates": [[-2.42138, 3.15529, -3.33607], [-1.70909, 2.86248, -2.01728], [-1.42220, 4.14654, -1.24908], [-0.42582, 2.11150, -2.28071], [-0.30389, 0.83642, -1.90127], [0.57751, 2.79382, -2.94537], [2.08246, 3.05164, -2.21964], [3.42731, 2.19089, -3.19131], [2.42418, 4.88692, -2.22601], [2.11605, 2.44512, -0.45053], [-2.64031, 2.23641, -3.88418], [-3.36018, 3.68989, -3.17615], [-1.78571, 3.77401, -3.97202], [-2.35814, 2.21852, -1.39813], [-0.90556, 3.94484, -0.31037], [-0.78366, 4.79964, -1.84314], [-2.33748, 4.69393, -1.02175], [0.58783, 0.28533, -2.11192], [-1.09729, 0.33752, -1.38479], [4.39606, 2.36189, -2.73005], [3.23683, 1.12285, -3.22323], [3.44887, 2.57654, -4.20573], [3.38116, 5.09684, -1.75704], [2.44222, 5.24920, -3.24932], [1.64187, 5.40634, -1.68159], [3.06893, 2.69351, 0.00794], [1.31913, 2.91680, 0.11546], [1.98441, 1.36822, -0.41784], [-6.63012, -1.57987, 0.19946], [-6.12331, -0.30158, 0.50959], [-4.77026, -0.27213, 0.82179], [-4.17368, 0.96848, 1.11097], [-2.84333, 1.07504, 1.41229], [-2.01964, -0.06587, 1.45308], [-0.63628, 0.02593, 1.77475], [0.16572, -1.08808, 1.91458], [1.51561, -1.12049, 2.20076], [2.26493, -2.33250, 2.26983], [3.62893, -2.32866, 2.62079], [4.34819, -3.49271, 2.66011], [3.76393, -4.73287, 2.35207], [4.56911, -5.86471, 2.40214], [3.92544, -7.07470, 2.07154], [2.40340, -4.74224, 2.01149], [1.68116, -3.58236, 1.97379], [-2.62597, -1.30839, 1.17053], [-3.95082, -1.40967, 0.86627], [-7.68613, -1.48346, -0.05199], [-6.10259, -1.99318, -0.66135], [-6.53485, -2.23883, 1.06342], [-4.80169, 1.84031, 1.09122], [-2.41362, 2.03611, 1.63778], [-0.19949, 0.99757, 1.92149], [-0.32054, -2.03654, 1.81803], [2.02180, -0.18863, 2.37659], [4.10333, -1.39426, 2.86287], [5.38874, -3.48490, 2.92595], [4.65460, -7.88328, 2.14053], [3.11631, -7.27033, 2.77654], [3.54742, -7.02946, 1.04913], [1.91317, -5.66781, 1.77022], [0.64463, -3.63653, 1.69725], [-2.04417, -2.21115, 1.18446], [-4.36405, -2.38112, 0.66315]], "forces_ev_per_a": [[-0.03, 0.06, -0.19], [-0.02, 0.18, -0.10], [0.02, 0.16, -0.01], [-0.08, -0.56, 0.12], [0.28, 0.63, -0.29], [-0.45, -0.30, 0.86], [0.59, 0.32, -0.16], [-0.58, 0.11, 0.18], [-0.33, -0.49, -0.08], [-0.18, -0.08, -0.28], [0.01, 0.02, 0.07], [0.05, -0.01, 0.06], [-0.02, 0.02, 0.00], [0.30, 0.08, -0.23], [0.02, -0.03, 0.10], [0.01, 0.07, -0.02], [-0.04, -0.03, -0.03], [0.40, -0.32, -0.12], [-0.36, -0.13, 0.12], [0.14, 0.04, 0.06], [0.07, -0.24, -0.10], [0.08, -0.02, -0.21], [0.14, 0.05, 0.04], [0.02, 0.18, -0.13], [-0.08, 0.23, 0.08], [0.17, 0.12, 0.03], [-0.15, 0.05, 0.23], [-0.03, -0.19, 0.12], [-0.39, -0.57, -0.16], [2.49, 0.66, 0.64], [-1.04, 0.18, -0.23], [-0.71, 0.08, -0.14], [0.09, -0.26, -0.01], [0.04, -0.18, 0.01], [-0.06, -0.38, -0.01], [0.05, -0.09, 0.10], [-0.30, -0.35, -0.09], [-0.16, 0.02, -0.02], [-0.22, -0.15, -0.10], [0.42, -0.44, 0.05], [0.81, -0.80, 0.10], [-1.04, 2.44, 0.06], [-0.19, -0.63, -0.13], [0.13, -0.60, -0.04], [0.19, 0.33, 0.08], [0.22, 0.35, 0.10], [-0.68, -0.26, -0.18], [0.16, 0.22, 0.08], [-0.05, -0.11, 0.00], [-0.04, -0.12, -0.05], [-0.14, 0.25, -0.01], [0.03, 0.25, 0.00], [0.09, 0.41, 0.00], [-0.08, -0.22, -0.10], [0.31, 0.32, 0.05], [0.18, 0.20, 0.05], [0.29, 0.03, 0.08], [0.02, 0.29, 0.05], [-0.06, -0.11, -0.07], [-0.07, -0.11, 0.00], [-0.11, -0.12, -0.04], [-0.15, -0.14, -0.07], [0.02, -0.18, -0.05], [-0.01, -0.15, -0.04]], "lowdin_charge": [-0.0538, -0.3787, -0.0574, -0.3909, 0.0622, -0.1170, 0.4366, -0.1512, -0.1493, -0.1584, 0.0855, 0.0819, 0.0866, 0.1223, 0.0690, 0.0764, 0.0836, 0.0613, 0.0485, 0.0360, 0.0275, 0.0358, 0.0373, 0.0378, 0.0238, 0.0386, 0.0210, 0.0111, -0.0749, -0.0465, -0.1945, 0.0256, -0.0018, -0.2164, 0.0574, -0.0676, 0.0617, -0.2056, 0.0052, 0.0257, -0.1967, -0.0490, -0.0742, 0.0062, 0.0091, 0.0082, 0.0055, 0.1047, 0.1010, 0.1005, 0.1289, 0.1252, 0.1309, 0.0772, 0.1311, 0.1245, 0.1281, 0.1048, 0.1004, 0.1006, 0.1092, 0.1095, 0.1101, 0.1093], "e_above_lowest_kj_mol": 29.0, "largest_force_ev_per_a": 2.65, "charge": 1, "gap_ev": 5.81, "e_lumo_ev": -5.3}

=====

No. 5
{"formula": "C4H8NO", "method": "wB97M-V/def2-TZVPD", "elements": ["C", "C", "C", "C", "N", "O", "H", "H", "H", "H", "H", "H", "H", "H"], "coordinates": [[-2.13819, -0.75296, -0.44538], [-3.09745, -0.93526, 0.36605], [-1.21689, -0.62651, -1.44799], [2.54614, 0.67555, 0.26218], [2.84948, 1.40698, 1.35669], [1.51803, 0.05769, 0.08550], [-2.83409, -0.82504, 1.44928], [-4.14768, -1.19281, 0.23545], [-1.02784, 0.44857, -1.69429], [-0.24587, -0.91069, -1.05478], [3.44389, 0.49013, -0.39795], [3.84828, 1.63820, 1.54536], [2.18343, 1.88876, 1.89914], [-1.68125, -1.36262, -2.15926]], "forces_ev_per_a": [[-2.28, -0.28, 1.11], [0.65, 0.15, 1.31], [0.67, 1.46, -0.22], [1.69, -1.20, 0.42], [2.23, 0.26, -0.62], [-1.11, 0.50, -0.47], [0.07, -0.05, -0.70], [0.19, 0.07, -0.52], [-0.62, -0.91, -0.60], [0.72, -0.91, -0.06], [-0.71, 0.35, 0.39], [-1.46, -0.11, -0.52], [-0.93, 0.12, 0.68], [0.89, 0.53, -0.23]], "lowdin_charge": [0.0489, 0.1540, 0.0069, -0.4065, 0.1289, -0.0222, 0.1556, 0.1336, 0.1487, 0.1085, 0.1436, 0.1318, 0.0894, 0.1789], "e_above_lowest_kj_mol": 273.0, "largest_force_ev_per_a": 2.55, "charge": 1, "gap_ev": 7.16, "e_lumo_ev": -6.3}

=====

No. 6
{"formula": "C33H31N12O4SW", "method": "wB97M-V/def2-TZVPD", "elements": ["W", "C", "C", "C", "C", "C", "C", "C", "S", "O", "O", "N", "C", "C", "O", "O", "H", "H", "H", "H", "H", "H", "H", "H", "H", "C", "N", "C", "C", "C", "C", "C", "N", "C", "C", "C", "C", "C", "C", "H", "H", "H", "H", "H", "H", "H", "H", "H", "H", "H", "N", "C", "C", "N", "C", "C", "N", "C", "C", "N", "H", "H", "H", "H", "H", "H", "N", "C", "N", "C", "N", "C", "C", "N", "C", "C", "N", "H", "H", "H", "H", "H"], "coordinates": [[0.38652, -0.15155, 0.02782], [-6.44196, 2.78049, -2.63644], [-5.49015, 2.22476, -1.61054], [-4.96702, 3.04465, -0.61068], [-4.12992, 2.53109, 0.36795], [-3.79241, 1.18115, 0.34001], [-4.30873, 0.34234, -0.63811], [-5.14807, 0.87486, -1.60854], [-2.63881, 0.57340, 1.52842], [-2.76611, -0.85338, 1.55769], [-2.84036, 1.32954, 2.73402], [-1.22256, 0.99376, 0.85001], [-0.71647, 2.32968, 1.23464], [0.78230, 2.25849, 1.42466], [1.49470, 3.22686, 1.46198], [1.18961, 0.99697, 1.51968], [-6.22397, 3.82546, -2.85644], [-7.46979, 2.73195, -2.27137], [-6.39787, 2.21428, -3.56618], [-5.24146, 4.09332, -0.58267], [-3.75547, 3.16690, 1.16148], [-4.03970, -0.70647, -0.64222], [-5.55694, 0.22294, -2.37265], [-1.14529, 2.65331, 2.18262], [-0.92607, 3.10921, 0.49684], [0.15229, -1.20571, 3.09211], [0.03328, -1.53572, 1.64424], [-0.72282, -2.54229, 1.34291], [-1.23204, -2.65340, 0.03228], [-2.11471, -3.52440, -0.58240], [-2.41552, -2.95059, -1.82730], [-1.70964, -1.75444, -1.89922], [-0.98123, -1.56821, -0.77381], [1.48495, -1.48470, 3.74326], [1.77141, -2.78218, 4.16225], [2.97274, -3.08379, 4.78569], [3.89877, -2.07310, 5.02012], [3.60716, -0.77043, 4.63656], [2.40505, -0.47601, 4.00422], [-0.61438, -1.78023, 3.61309], [-0.11305, -0.15836, 3.20063], [-1.05079, -3.22877, 2.11873], [-2.50430, -4.44042, -0.16625], [-3.07673, -3.34189, -2.58440], [-1.70754, -1.04561, -2.71335], [1.03850, -3.56843, 4.00670], [3.17529, -4.09557, 5.11336], [4.82943, -2.29698, 5.52683], [4.30849, 0.02712, 4.85038], [2.18208, 0.53994, 3.70701], [4.62019, -0.77545, 0.65714], [4.28140, -2.00478, 1.18367], [2.94005, -2.11501, 1.01537], [2.47005, -0.98606, 0.39078], [3.50685, -0.20099, 0.17767], [3.39640, 1.06867, -0.54465], [2.23342, 1.51955, -0.91592], [2.46981, 2.65781, -1.64090], [3.81139, 2.89720, -1.68849], [4.39325, 1.86509, -0.98919], [5.54249, -0.37397, 0.67327], [4.99883, -2.65811, 1.64470], [2.29000, -2.92357, 1.29014], [1.67134, 3.26273, -2.03777], [4.38877, 3.68688, -2.13538], [5.38095, 1.75479, -0.83372], [-1.45171, 2.29436, -3.22328], [-1.44006, 1.99868, -1.92024], [-0.47964, 1.11849, -1.71177], [0.04929, 0.91516, -2.93544], [-0.50838, 1.59822, -3.89657], [1.02419, -0.16930, -3.08495], [1.61336, -0.48716, -4.29860], [2.39777, -1.54978, -4.43337], [2.53522, -2.31323, -3.35735], [1.95937, -1.98887, -2.13729], [1.23322, -0.88229, -1.98749], [-2.07652, 2.91307, -3.71629], [-2.13656, 2.38638, -1.19312], [1.42987, 0.13913, -5.16301], [3.13129, -3.21313, -3.45052], [2.07344, -2.63436, -1.28302]], "forces_ev_per_a": [[-1.32, -1.29, 0.88], [0.04, -0.02, 0.01], [-0.02, 0.07, -0.04], [-0.01, 0.02, 0.00], [-0.01, -0.03, 0.00], [-0.32, 0.08, 0.03], [0.12, 0.11, -0.03], [0.04, -0.09, -0.01], [-0.14, 0.28, -0.20], [-0.01, -0.04, 0.02], [0.07, -0.05, 0.02], [0.67, 0.13, 0.26], [-0.36, -0.24, -0.08], [0.07, -0.42, 0.03], [0.07, 0.05, 0.16], [0.27, 0.67, -0.23], [0.00, -0.01, 0.01], [0.01, -0.01, 0.01], [-0.01, 0.00, 0.00], [0.01, -0.02, 0.00], [-0.01, -0.04, -0.01], [-0.04, 0.00, 0.02], [0.00, 0.01, 0.02], [-0.07, 0.02, 0.03], [-0.04, 0.00, -0.05], [0.00, -0.09, -0.06], [0.23, 0.41, 0.26], [-0.24, -0.21, 0.01], [0.31, -0.08, 0.16], [-0.11, -0.11, -0.15], [0.00, 0.01, 0.07], [-0.01, -0.14, -0.03], [-0.08, 0.19, -0.11], [-0.02, -0.08, -0.02], [0.05, -0.06, -0.09], [0.03, 0.07, 0.00], [-0.03, -0.01, -0.03], [-0.01, -0.02, 0.00], [0.05, 0.00, -0.06], [-0.04, 0.00, -0.01], [0.02, 0.07, -0.03], [0.00, -0.01, -0.01], [0.01, 0.02, -0.03], [0.03, 0.00, 0.03], [0.00, 0.02, 0.02], [0.01, 0.02, 0.00], [0.00, 0.01, -0.01], [-0.02, 0.01, -0.01], [-0.01, -0.02, -0.01], [0.00, 0.00, -0.01], [0.28, -0.19, 0.04], [-0.08, 0.14, 0.02], [0.05, -0.08, 0.01], [-0.38, 0.39, -0.16], [0.15, 0.57, -0.15], [0.24, -0.62, 0.39], [-0.17, 0.38, -0.54], [0.12, 0.10, 0.16], [-0.06, -0.14, 0.04], [0.19, 0.15, -0.03], [-0.01, -0.01, 0.00], [0.02, 0.01, 0.01], [-0.05, 0.00, 0.09], [0.01, -0.04, -0.01], [0.01, -0.01, 0.03], [-0.01, 0.02, -0.02], [0.03, -0.05, 0.04], [-0.13, 0.01, -0.12], [0.36, 0.32, 0.27], [0.53, -0.63, -0.27], [-0.24, 0.26, -0.02], [-0.35, 0.76, -0.50], [0.12, -0.20, -0.09], [-0.15, 0.23, -0.11], [-0.03, -0.06, 0.22], [0.04, -0.26, -0.19], [0.23, -0.21, 0.24], [0.01, -0.01, 0.01], [0.02, 0.03, -0.02], [0.04, -0.04, -0.01], [-0.02, 0.02, -0.01], [0.04, -0.02, 0.01]], "lowdin_charge": [1.7768, -0.0450, -0.2714, -0.0354, -0.0696, -0.2949, -0.0448, -0.0276, 0.6003, -0.2759, -0.2805, -0.3297, -0.1665, -0.6070, 0.0998, -0.2447, 0.0786, 0.0917, 0.0781, 0.1194, 0.1199, 0.1044, 0.1185, 0.1242, 0.1117, -0.1293, -0.1045, -0.0881, -0.3348, -0.0141, -0.0676, -0.1561, -0.1108, -0.2247, -0.0547, -0.0784, -0.0888, -0.0759, -0.0361, 0.1292, 0.1096, 0.1490, 0.1134, 0.1002, 0.1033, 0.1149, 0.1058, 0.1041, 0.1058, 0.1084, 0.1520, -0.0282, -0.1094, -0.0335, -0.2352, -0.2582, 0.0488, -0.0903, -0.0356, 0.1376, 0.1684, 0.1291, 0.1164, 0.1169, 0.1241, 0.1634, 0.0794, -0.0844, 0.0247, -0.3556, 0.1675, -0.1997, -0.0316, 0.1188, -0.0740, -0.0675, -0.0020, 0.1725, 0.1167, 0.1295, 0.1210, 0.1080], "e_above_lowest_kj_mol": 13.5, "multiplicity": 3, "largest_force_ev_per_a": 2.05, "charge": 1, "gap_ev": [6.36, 7.07], "s_squared": 2.02, "e_lumo_ev": [-3.3, -3.5]}